Molecular formula: C57H114Cl10O35
Method: DFT, ωB97M-V/def2-TZVPD

## Properties
Highest occupied orbital energy (Eh): -0.365
Frontier orbital gap (Ha): 0.375

Element x y z (Å)
C -10.4608 5.7312 31.8278
Cl -9.1659 6.8957 31.9570
Cl -11.3628 6.2155 30.3524
H -10.1627 4.7107 31.5869
H -11.0981 5.8295 32.7065
C -5.7887 6.1543 23.7307
Cl -6.2755 4.6996 24.6412
Cl -4.0439 6.5968 24.0255
H -5.9142 5.8694 22.6862
H -6.5214 6.9155 23.9986
C -5.8257 10.7390 26.0632
Cl -4.5501 10.5016 27.2474
Cl -5.6458 12.3031 25.2856
H -5.7679 10.0201 25.2459
H -6.7990 10.5688 26.5234
C -13.8472 11.4855 25.5987
Cl -12.7621 12.8253 25.0428
Cl -15.1410 11.9292 26.7326
H -14.2487 10.8629 24.7992
H -13.2074 10.8171 26.1748
C -7.6679 2.7086 28.9461
Cl -9.3598 3.4276 28.6350
Cl -6.3889 3.8033 28.1931
H -7.5349 2.6992 30.0279
H -7.6376 1.7337 28.4596
C -16.7646 8.3203 29.6563
C -15.4839 8.7396 30.3109
O -15.6034 9.9694 30.9931
C -14.5859 10.2392 31.7746
O -13.6481 9.5469 32.1842
O -14.8080 11.5452 32.1469
C -14.0964 12.0155 33.2082
H -17.4438 8.0875 30.4764
H -16.4171 7.4146 29.1593
H -17.1996 8.9351 28.8682
H -14.6990 8.8636 29.5648
H -15.2757 7.9870 31.0715
H -13.1558 12.4835 32.9177
H -14.0115 11.2967 34.0232
H -14.5564 12.9185 33.6097
C -13.5622 19.6593 21.4973
C -12.7204 18.4167 21.5151
O -13.4362 17.2731 21.8485
C -12.6036 16.1402 22.1428
O -11.3922 16.1065 22.3009
O -13.3676 15.0140 22.2750
C -14.6100 14.9614 21.5682
H -14.4196 19.6434 20.8245
H -13.0782 20.5972 21.2249
H -14.0442 19.7578 22.4700
H -12.0286 18.6484 22.3249
H -12.0566 18.3344 20.6544
H -15.1463 14.0232 21.4253
H -14.6153 15.4136 20.5764
H -15.2855 15.6719 22.0446
C -4.2636 11.2497 35.8227
C -5.5863 10.4875 35.4455
O -6.5207 11.3540 34.8914
C -7.5395 10.6872 34.1813
O -7.8555 9.5236 34.3000
O -8.1154 11.6091 33.3593
C -9.1068 11.1274 32.4674
H -3.6533 10.4584 36.2579
H -4.4355 12.0357 36.5581
H -3.7343 11.6462 34.9562
H -5.8560 9.9976 36.3811
H -5.3516 9.6337 34.8099
H -9.3186 10.0614 32.5502
H -8.7863 11.2690 31.4353
H -9.9857 11.7532 32.6222
C -9.3938 4.7482 22.7899
C -9.2741 6.1474 22.0468
O -10.4599 6.8776 21.9219
C -11.6098 6.4743 21.2177
O -11.8454 5.3886 20.7456
O -12.4215 7.5542 21.0234
C -13.6613 7.3941 20.5236
H -9.9994 4.1275 22.1294
H -9.9752 4.9751 23.6836
H -8.4293 4.2822 22.9912
H -8.8488 5.9535 21.0620
H -8.5732 6.7596 22.6144
H -13.8401 6.8494 19.5965
H -13.9849 8.4230 20.3664
H -14.3054 6.8804 21.2372
C -8.5095 7.6573 27.3668
C -9.9189 8.2787 27.5449
O -10.5684 8.5490 26.2755
C -10.1034 9.5247 25.4140
O -9.1458 10.2318 25.6380
O -10.8141 9.5170 24.1385
C -10.4365 10.4575 23.2276
H -8.6878 6.9561 26.5515
H -8.1048 7.0209 28.1537
H -7.6516 8.2598 27.0681
H -9.8874 9.1547 28.1927
H -10.5119 7.5499 28.0975
H -11.0922 10.2461 22.3830
H -9.5187 10.3782 22.6449
H -10.6706 11.4690 23.5596
C -13.2473 5.8709 26.5997
C -13.6209 6.4791 25.2314
O -14.7391 7.3863 25.4954
C -15.1059 8.2972 24.5708
O -14.4010 8.7728 23.6574
O -16.3553 8.7012 24.9521
C -16.9213 9.8926 24.2334
H -13.9623 5.0617 26.7488
H -13.1822 6.6756 27.3320
H -12.2561 5.4787 26.3723
H -14.0049 5.7970 24.4728
H -12.7522 7.0437 24.8928
H -16.6098 10.8379 24.6779
H -18.0062 9.9060 24.3378
H -16.6478 9.9052 23.1783
C -8.1641 14.5726 20.7635
C -9.4463 14.3113 19.9292
O -9.9334 13.0066 20.0916
C -11.2529 12.7929 19.8994
O -12.0437 13.6595 19.4691
O -11.4792 11.5893 20.2823
C -12.8473 11.1515 20.3801
H -7.6731 15.5252 20.5646
H -7.4515 13.7839 20.5222
H -8.4469 14.5348 21.8155
H -9.2892 14.6562 18.9072
H -10.0892 15.1250 20.2647
H -12.9543 10.0721 20.4879
H -13.3204 11.4152 19.4342
H -13.3918 11.7264 21.1291
C -9.6777 15.2973 32.7165
C -10.5163 14.6150 31.6382
O -9.6059 14.3309 30.5654
C -10.1658 13.8866 29.4312
O -11.4246 13.7091 29.2818
O -9.3417 13.8055 28.3807
C -9.3558 12.8016 27.3616
H -10.1454 15.6254 33.6448
H -9.1905 16.2086 32.3695
H -8.9760 14.5028 32.9704
H -11.3568 15.2180 31.2946
H -10.8051 13.6696 32.0975
H -9.0440 11.8716 27.8370
H -8.8633 12.9720 26.4043
H -10.3992 12.6942 27.0649
C -4.6605 12.5368 31.2640
C -4.8852 11.3892 30.2038
O -5.4180 10.1600 30.7371
C -4.6840 9.4304 31.4660
O -3.5047 9.6488 31.8490
O -5.3540 8.3904 31.7360
C -4.9085 7.3292 32.6236
H -4.2335 13.3998 30.7531
H -3.9027 12.1802 31.9616
H -5.5610 12.6849 31.8602
H -3.8921 11.1737 29.8095
H -5.5371 11.6848 29.3818
H -4.7402 6.4339 32.0250
H -5.7707 7.2377 33.2841
H -4.0228 7.6184 33.1892
O -6.4359 8.4016 21.5522
C -6.2760 9.4530 20.9332
O -5.4366 9.7861 19.8920
C -4.5554 8.7766 19.3646
C -3.1253 8.8872 19.8900
C -7.0467 10.7080 21.2588
H -4.4358 8.8536 18.2839
H -4.8682 7.7521 19.5664
H -3.2189 8.8363 20.9748
H -2.6520 9.8553 19.7264
H -2.4821 8.0820 19.5349
H -7.1094 10.9876 22.3106
H -8.0533 10.5430 20.8746
H -6.6207 11.5666 20.7397
O -14.7929 7.2086 15.3869
C -14.5296 6.7153 16.4193
O -13.5967 7.0972 17.1845
C -12.6835 8.1331 16.8441
C -11.5062 8.1600 17.9056
C -15.1908 5.4672 16.9573
H -13.1668 9.0969 17.0040
H -12.3094 8.2027 15.8227
H -10.7780 7.3526 17.8277
H -11.9777 8.1968 18.8876
H -10.9850 9.1126 17.8111
H -14.9312 5.2608 17.9956
H -14.9742 4.6490 16.2704
H -16.2374 5.7562 16.8620
O -9.9225 0.9553 26.6667
C -11.0934 1.1296 26.3998
O -11.9091 0.1288 25.8153
C -11.3084 -1.0752 25.5258
C -12.4104 -2.1064 25.2465
C -11.8065 2.4345 26.7008
H -10.6552 -1.3255 26.3618
H -10.6738 -1.0926 24.6398
H -12.0775 -3.1344 25.3890
H -12.9430 -1.9711 24.3052
H -13.2713 -2.1206 25.9149
H -12.1010 2.4330 27.7502
H -12.7193 2.5384 26.1142
H -11.0582 3.2135 26.5547
O -1.9769 3.8183 30.4436
C -2.6945 3.9963 29.4445
O -3.0223 5.0910 28.8129
C -2.5382 6.2622 29.3370
C -3.3474 7.3307 28.5138
C -3.2775 2.7023 28.9139
H -1.4721 6.3603 29.1323
H -2.6920 6.4292 30.4031
H -4.4136 7.2193 28.7110
H -3.3058 7.1194 27.4453
H -2.8992 8.3039 28.7143
H -4.1505 2.4426 29.5125
H -2.5733 1.8711 28.8784
H -3.6424 2.7674 27.8888